[1]
This record from the Open Molecules 2025 dataset describes a structure of composition C39H43N5O13 in a non-equilibrium geometry. The level of theory is wB97M-V/def2-TZVPD.

Computed properties:
HOMO level (eV): -7.32
M (u): 789.79
Multiplicity: 1
Kohn-Sham gap (eV): 5.44
Lowest unoccupied orbital energy (eV): -1.9

Geometry as XYZ:
```
100
Properties=species:S:1:pos:R:3:forces:R:3
C 0.490 2.604 -2.522 -2.75 9.41 -3.19
C 1.543 1.941 -2.998 3.44 2.28 -6.43
C 2.446 2.580 -3.899 -1.75 -1.43 -1.28
C 2.166 3.862 -4.266 -0.06 0.22 -1.68
C 1.054 4.503 -3.863 -2.57 1.13 1.74
C 0.174 3.858 -2.921 1.80 1.58 -1.53
N 2.898 4.469 -5.398 0.65 0.89 0.62
O 3.731 3.749 -5.922 -0.25 0.68 -0.36
O 2.673 5.653 -5.681 0.38 -1.61 -0.01
H -0.116 2.099 -1.784 -1.43 4.57 -1.59
H 1.776 0.923 -2.726 0.32 1.85 -0.71
H 3.378 2.137 -4.217 -0.13 -0.32 -0.02
H 0.849 5.491 -4.249 -0.06 0.02 0.00
H -0.705 4.311 -2.486 -0.02 0.46 -0.27
C -1.206 -6.129 2.456 -3.56 -0.19 2.24
C -2.202 -5.147 2.678 0.68 -1.83 0.15
C -2.027 -3.927 2.134 -0.34 2.89 -1.16
C -0.871 -3.585 1.435 0.17 -0.72 -1.69
C 0.108 -4.562 1.353 0.73 2.50 -2.10
C -0.093 -5.810 1.823 2.50 -1.07 -0.02
N -0.735 -2.253 0.736 -2.42 -11.46 7.98
O 0.186 -2.011 0.013 8.69 -4.35 5.30
O -1.564 -1.429 1.022 -6.37 -3.48 6.72
H -1.421 -7.095 2.888 0.38 -0.22 -0.09
H -3.049 -5.442 3.279 -0.27 0.33 -0.19
H -2.745 -3.122 2.080 -0.60 -0.21 0.68
H 0.988 -4.399 0.748 0.30 0.33 0.16
H 0.741 -6.496 1.805 -0.05 -0.26 -0.38
C 1.114 -1.433 2.813 -1.22 -0.79 3.22
C -0.206 -0.979 2.638 0.15 0.18 3.16
C -1.198 -1.042 3.656 1.64 0.95 -1.53
C -0.735 -1.252 4.909 -1.90 -1.68 0.70
C 0.538 -1.637 5.218 0.66 -2.13 -1.58
C 1.467 -1.778 4.136 -1.38 -0.63 0.71
N -1.771 -1.053 5.965 -0.38 0.68 0.46
O -1.369 -0.685 7.056 0.39 -0.49 0.13
O -2.960 -1.103 5.688 0.81 -0.45 -0.32
H 1.764 -1.502 1.953 0.56 -0.29 0.78
H -0.527 -0.630 1.668 1.09 1.34 3.27
H -2.197 -0.647 3.544 -0.09 -0.22 -0.40
H 0.703 -2.041 6.206 0.53 0.44 0.12
H 2.452 -2.126 4.412 0.14 -0.10 -0.25
C -3.736 -0.990 -5.335 -0.54 1.50 -0.19
C -4.031 0.108 -4.513 0.42 -0.61 1.11
C -3.685 0.066 -3.153 -1.02 -0.86 -0.79
C -3.192 -1.153 -2.621 -1.45 1.24 -0.79
C -2.787 -2.166 -3.492 -2.99 -0.67 0.70
C -3.045 -2.066 -4.867 -0.83 -1.10 0.47
N -3.021 -1.278 -1.189 -0.73 -0.91 -1.46
O -2.256 -2.170 -0.824 -3.72 -2.53 -1.77
O -3.568 -0.484 -0.463 -0.30 -0.10 0.49
H -4.084 -0.851 -6.348 0.26 -0.59 -0.29
H -4.570 0.945 -4.932 0.21 0.18 0.10
H -3.879 0.947 -2.558 0.00 -0.23 0.39
H -2.283 -3.034 -3.094 -1.02 -0.43 0.07
H -2.771 -2.924 -5.463 0.00 0.15 -0.30
C 2.495 0.794 4.458 -0.38 0.77 1.43
C 1.468 0.657 5.392 -1.65 2.08 -0.05
C 0.156 1.093 5.115 1.29 1.57 -0.06
C -0.169 1.662 3.881 3.10 0.51 -0.03
C 0.900 1.803 2.937 0.68 1.21 2.49
C 2.278 1.428 3.256 -2.46 -0.64 0.28
N -1.528 2.163 3.657 0.30 -0.94 -1.37
O -1.813 2.391 2.468 -0.06 0.09 1.54
O -2.285 2.187 4.611 0.24 0.33 -0.81
H 3.474 0.435 4.742 0.21 0.02 -0.20
H 1.508 0.333 6.421 0.93 -0.41 -0.08
H -0.554 1.093 5.929 -0.10 -0.09 -0.19
H 0.682 2.178 1.948 -0.45 2.01 1.51
H 3.113 1.310 2.582 -0.43 0.93 -0.70
C -0.687 0.867 -3.271 -1.57 -3.53 -2.48
C 0.151 -0.437 -3.096 0.07 -0.07 0.07
O 1.371 -0.354 -2.916 -2.40 -5.54 -0.85
C -0.638 -1.762 -3.090 4.07 0.72 -1.03
H 0.014 1.425 -3.892 -1.68 -0.23 -0.57
H -0.979 1.454 -2.401 -0.79 -1.36 -1.34
H -1.629 0.653 -3.775 0.42 -0.30 -0.52
H -1.458 -1.722 -3.806 2.78 1.01 0.16
H -0.901 -1.859 -2.036 -0.48 -0.83 -2.15
H -0.047 -2.642 -3.344 0.49 0.07 -0.14
C -0.732 -0.672 -0.622 0.48 14.16 -8.67
C 0.303 0.434 -0.507 1.47 -2.62 2.42
O 0.623 1.268 -1.337 -0.39 -11.07 9.62
C 1.134 0.352 0.788 -0.55 -0.50 -3.31
H -0.272 -1.643 -0.809 -0.91 0.39 -6.95
H -1.427 -0.515 -1.447 0.96 1.53 0.54
H -1.212 -0.634 0.356 -0.60 3.73 -2.44
H 0.845 -0.585 1.265 1.54 2.56 -1.68
H 0.974 1.234 1.408 0.55 -2.34 -1.95
H 2.147 0.347 0.385 0.24 -0.05 0.71
C 2.676 2.211 -1.272 2.88 1.50 3.90
C 3.593 2.835 -0.304 0.87 -0.42 0.61
O 3.867 2.219 0.717 0.41 0.35 0.14
C 4.134 4.213 -0.552 -0.13 0.48 -0.49
H 2.649 1.142 -1.061 0.75 0.35 -0.50
H 2.671 2.537 -2.312 2.45 0.46 3.00
H 1.686 2.528 -0.943 1.28 0.78 0.61
H 4.638 4.650 0.310 -0.21 -0.12 -0.02
H 3.345 4.854 -0.945 -0.39 0.18 0.44
H 4.799 4.259 -1.414 0.40 -0.54 0.02
```
Positions in Å, forces in eV/Å.


[2]
This record from the Open Molecules 2025 dataset describes a structure of composition C58H50N2OsP3SSi in a non-equilibrium geometry. The level of theory is wB97M-V/def2-TZVPD.

Computed properties:
HOMO level (spin up / spin down) (eV): -15.76 / -15.73
Total charge: +3
M (u): 1118.36
Multiplicity: 1
Kohn-Sham gap (spin up / spin down) (eV): 5.48 / 5.50
Lowest unoccupied orbital energy (spin up / spin down) (eV): -10.3 / -10.2

Geometry as XYZ:
```
116
Properties=species:S:1:pos:R:3:forces:R:3
Os -0.062 0.098 0.039 1.86 2.86 0.21
C 3.157 -3.518 3.896 -0.01 0.04 -0.01
C 2.378 -3.794 2.780 0.00 -0.04 -0.09
C 1.487 -2.849 2.311 -0.02 0.14 -0.06
C 1.374 -1.612 2.954 0.07 0.23 -0.60
C 2.165 -1.331 4.067 -0.12 0.14 -0.13
C 3.051 -2.290 4.530 0.03 0.00 0.09
P 0.028 -0.526 2.362 -1.40 -1.27 0.65
C 0.066 0.896 3.487 0.26 0.25 -0.80
C 1.197 1.716 3.427 0.02 -0.09 -0.07
C 1.346 2.760 4.319 0.06 0.02 0.02
C 0.361 2.997 5.267 0.05 -0.09 -0.04
C -0.782 2.212 5.298 0.07 -0.08 0.11
C -0.947 1.171 4.401 -0.13 -0.17 -0.09
C -1.378 -1.590 2.813 -0.05 0.12 -0.34
C -1.578 -1.968 4.137 -0.01 -0.05 0.04
C -2.607 -2.837 4.454 0.09 0.07 0.03
C -3.416 -3.352 3.454 -0.08 -0.03 -0.05
C -3.199 -3.001 2.132 0.03 -0.06 0.16
C -2.178 -2.119 1.794 0.33 0.18 -0.82
Si -1.905 -1.535 -0.003 -0.04 1.54 -0.21
C -3.427 -0.499 -0.518 0.63 -0.51 0.25
C -4.594 -1.169 -0.874 -0.05 0.31 0.05
C -5.748 -0.461 -1.154 -0.04 -0.15 -0.02
C -5.749 0.925 -1.090 0.02 0.06 0.01
C -4.588 1.606 -0.767 -0.03 0.06 -0.01
C -3.423 0.898 -0.477 0.21 -0.39 0.01
P -1.898 1.813 -0.061 -1.28 -1.68 0.05
C -2.298 2.636 1.508 0.73 -0.25 -0.02
C -1.421 3.595 2.022 -0.08 -0.04 -0.03
C -1.764 4.293 3.165 0.08 0.08 -0.08
C -2.951 4.010 3.826 -0.09 0.00 -0.12
C -3.790 3.012 3.353 0.04 0.09 0.09
C -3.465 2.318 2.201 0.01 -0.13 -0.20
C -1.927 3.084 -1.363 0.77 -0.42 0.01
C -2.194 2.617 -2.654 0.02 -0.13 0.09
C -2.338 3.508 -3.697 -0.04 -0.01 -0.03
C -2.188 4.868 -3.470 0.01 -0.01 0.10
C -1.902 5.331 -2.194 0.01 0.07 0.00
C -1.763 4.447 -1.138 0.03 -0.04 0.14
C -1.519 -2.726 -1.443 -0.08 0.50 0.72
C -2.184 -3.932 -1.627 0.10 -0.05 -0.05
C -2.011 -4.658 -2.793 -0.06 -0.09 0.05
C -1.169 -4.195 -3.790 0.10 0.08 -0.03
C -0.474 -3.010 -3.615 -0.04 -0.05 -0.02
C -0.653 -2.276 -2.448 -0.17 0.28 0.25
P 0.331 -0.772 -2.171 -0.58 -1.58 -0.57
C 2.012 -1.440 -2.378 -0.14 0.26 0.48
C 2.420 -2.357 -1.410 -0.17 0.18 -0.05
C 3.642 -2.990 -1.525 0.02 -0.04 0.08
C 4.461 -2.706 -2.608 0.02 -0.03 0.00
C 4.050 -1.809 -3.580 0.05 -0.01 -0.01
C 2.827 -1.167 -3.470 -0.14 0.14 0.04
C 0.098 0.355 -3.575 0.02 0.42 0.70
C 0.922 1.482 -3.642 0.02 -0.05 0.09
C 0.838 2.341 -4.720 0.06 0.01 -0.04
C -0.087 2.096 -5.725 0.06 -0.05 0.09
C -0.934 1.001 -5.640 -0.02 -0.02 -0.07
C -0.858 0.132 -4.564 -0.09 -0.18 0.14
H 3.830 -4.266 4.283 0.10 -0.08 0.02
H 2.452 -4.752 2.291 0.00 -0.14 -0.05
H 0.842 -3.068 1.466 -0.01 -0.13 0.00
H 2.073 -0.387 4.585 0.02 0.03 0.03
H 3.645 -2.080 5.406 0.07 0.00 0.10
H 1.963 1.520 2.684 0.03 0.06 0.05
H 2.227 3.382 4.280 0.06 0.05 0.01
H 0.483 3.804 5.973 -0.01 0.09 0.10
H -1.550 2.408 6.030 -0.08 0.01 0.06
H -1.848 0.575 4.418 -0.02 0.02 0.03
H -0.931 -1.595 4.919 0.05 0.02 0.09
H -2.775 -3.116 5.482 0.00 -0.05 0.12
H -4.217 -4.029 3.705 -0.08 -0.08 0.04
H -3.836 -3.415 1.368 -0.14 -0.09 -0.13
H -4.596 -2.246 -0.933 -0.08 -0.19 -0.04
H -6.646 -0.995 -1.420 -0.16 -0.01 -0.05
H -6.654 1.472 -1.302 -0.06 0.07 -0.02
H -4.591 2.687 -0.732 -0.03 0.09 -0.04
H -0.477 3.789 1.528 0.04 0.10 0.00
H -1.101 5.056 3.542 0.04 0.07 0.05
H -3.216 4.560 4.715 -0.04 0.07 0.08
H -4.704 2.776 3.876 -0.08 0.00 0.04
H -4.128 1.549 1.834 -0.03 -0.01 0.01
H -2.322 1.555 -2.826 -0.07 0.07 -0.04
H -2.574 3.141 -4.684 -0.05 0.01 -0.04
H -2.305 5.566 -4.284 -0.02 0.09 -0.07
H -1.796 6.390 -2.013 0.00 0.11 0.00
H -1.570 4.826 -0.146 0.00 0.05 0.00
H -2.835 -4.313 -0.856 -0.14 -0.10 0.11
H -2.534 -5.593 -2.921 -0.06 -0.12 -0.05
H -1.043 -4.763 -4.698 0.02 -0.07 -0.11
H 0.199 -2.658 -4.384 0.10 -0.03 -0.09
H 1.746 -2.575 -0.588 0.07 -0.15 0.08
H 3.948 -3.722 -0.794 0.04 -0.07 0.12
H 5.412 -3.206 -2.703 0.11 -0.08 -0.05
H 4.670 -1.622 -4.440 0.12 0.04 -0.12
H 2.509 -0.476 -4.237 0.01 0.02 -0.06
H 1.630 1.673 -2.845 0.04 0.05 -0.04
H 1.490 3.200 -4.780 0.03 0.07 0.01
H -0.155 2.772 -6.564 -0.02 0.02 -0.10
H -1.663 0.825 -6.416 -0.06 -0.06 -0.07
H -1.530 -0.712 -4.497 -0.02 -0.03 -0.04
C 4.935 1.743 -1.504 0.00 0.56 -0.41
N 4.711 0.827 -0.422 -0.46 -0.20 0.29
C 5.807 0.040 0.133 0.41 -0.27 0.07
C 5.127 -0.769 1.249 0.38 -0.14 0.30
N 3.720 -0.478 1.029 -0.07 0.17 -0.10
C 3.560 0.497 0.136 0.33 -0.71 0.36
S 2.084 1.318 -0.147 -1.09 0.41 -0.23
H 5.664 1.308 -2.188 -0.06 0.00 0.00
H 5.322 2.699 -1.141 0.01 -0.09 0.00
H 4.003 1.922 -2.038 0.08 -0.02 0.01
H 6.594 0.699 0.507 -0.09 -0.08 -0.05
H 6.231 -0.599 -0.646 -0.04 0.07 0.00
H 5.425 -0.417 2.242 -0.01 -0.10 -0.11
H 5.317 -1.841 1.186 0.03 0.10 -0.04
H 2.993 -0.883 1.605 -0.05 0.23 -0.11
```
Positions in Å, forces in eV/Å.


[3]
This record from the Open Molecules 2025 dataset describes the molecule C3H8O2 in a non-equilibrium geometry. The level of theory is wB97M-V/def2-TZVPD.

Computed properties:
Structure (SMILES): C[C@@H](O)CO
HOMO level (eV): -10.16
Energy relative to the best compared isomer or geometry (same formula, charge and spin) (kcal per mole): 25.8
M (u): 76.09
Multiplicity: 1
Kohn-Sham gap (eV): 10.96
Lowest unoccupied orbital energy (eV): 0.8

Geometry as XYZ:
```
13
Properties=species:S:1:pos:R:3:forces:R:3
C 1.291 -0.641 -0.408 -0.35 -1.64 -1.27
C 0.477 0.384 0.343 -0.74 -0.78 -0.17
C -0.941 -0.103 0.562 0.26 -1.32 -1.03
H 1.374 -1.405 0.410 0.59 0.06 -1.25
H 0.844 -1.148 -1.370 0.41 1.13 1.93
H 2.256 -0.228 -0.728 -0.08 -0.22 0.45
H 0.956 0.383 1.301 0.23 0.66 0.78
H -0.102 1.678 -0.939 -0.36 -0.08 -0.33
H -0.958 -1.180 0.751 0.26 -0.03 0.51
H -1.438 0.405 1.345 -0.40 0.75 0.95
H -2.572 0.120 -0.443 -0.14 0.03 -0.22
O 0.456 1.669 -0.163 0.60 1.06 0.01
O -1.641 0.065 -0.662 -0.28 0.39 -0.35
```
Positions in Å, forces in eV/Å.


[4]
This record from the Open Molecules 2025 dataset describes a structure of composition C25H28N2O4S2 in a non-equilibrium geometry. The level of theory is wB97M-V/def2-TZVPD.

Computed properties:
HOMO level (eV): -7.58
Energy relative to the best compared isomer or geometry (same formula, charge and spin) (kcal per mole): 518.8
M (u): 484.64
Multiplicity: 1
Kohn-Sham gap (eV): 7.67
Lowest unoccupied orbital energy (eV): 0.1

Geometry as XYZ:
```
61
Properties=species:S:1:pos:R:3:forces:R:3
C -5.687 -3.893 -1.595 1.73 2.98 -6.14
C -6.264 -2.868 -0.792 -6.84 1.96 1.11
O -5.556 -2.543 0.391 -9.59 -5.67 -0.65
C -4.512 -1.940 0.387 3.80 3.77 -4.74
C -3.853 -2.043 1.476 2.45 0.27 10.84
C -2.760 -1.242 1.804 2.52 -1.56 4.29
C -2.284 -0.580 0.831 2.27 5.41 -10.08
C -2.909 -0.450 -0.660 -1.99 -2.44 5.25
C -4.110 -1.175 -0.766 6.06 1.48 5.19
H -4.522 -1.239 -1.634 -3.12 -0.29 -5.08
H -2.580 0.287 -1.368 0.42 -0.08 -0.17
N -1.116 0.395 0.742 1.09 -10.12 -3.96
S -1.179 1.532 1.596 2.19 14.99 6.83
O 0.143 2.331 1.958 -3.45 -3.80 -2.22
O -2.024 1.428 2.723 -0.87 -1.99 1.86
C -2.163 2.737 0.700 6.09 1.70 -4.40
C -3.421 2.423 0.503 -0.93 8.22 -8.03
C -4.187 3.269 -0.414 3.25 2.59 -3.70
C -3.369 4.333 -1.365 -7.48 -6.66 5.64
C -2.135 4.452 -1.044 3.74 6.08 -6.06
C -1.453 3.663 -0.310 1.97 -5.05 8.62
H -0.463 3.889 0.081 0.22 -0.13 -0.80
H -1.591 5.230 -1.728 -0.41 -1.13 1.59
H -4.079 4.850 -1.864 -1.21 2.04 -2.12
H -5.219 3.364 -0.844 0.64 -1.16 1.56
H -3.868 1.906 1.092 -5.43 -6.73 6.77
C 0.031 0.099 -0.172 0.61 8.90 5.25
H 0.364 1.471 -0.428 -0.51 -4.33 0.34
C 1.175 -0.530 0.428 3.75 -3.74 -4.14
O 1.796 -1.414 -0.277 -2.12 1.71 1.75
N 1.696 0.007 1.474 5.01 -5.96 0.75
H 1.233 0.693 1.817 -3.28 6.05 3.56
C 2.899 -0.627 2.149 -2.53 -2.02 -8.09
C 4.056 0.116 1.907 3.73 7.31 -1.75
H 3.976 1.064 2.562 0.71 -1.37 -0.34
H 4.206 0.749 0.922 -1.02 -1.92 1.19
S 5.654 -0.577 2.219 -0.70 7.84 10.75
C 5.869 -1.640 1.184 -1.60 -6.81 -13.09
C 5.995 -0.803 -0.308 -5.21 -3.86 4.20
C 4.834 -0.589 -1.116 5.53 -2.00 5.17
C 5.159 -0.003 -2.180 -7.55 1.51 -6.81
C 6.125 0.815 -2.354 6.72 4.36 -6.92
C 7.226 0.578 -1.680 6.39 0.80 2.68
C 7.149 -0.307 -0.554 0.67 3.73 -5.03
H 7.914 -0.193 0.045 3.91 -0.62 3.37
H 8.407 1.078 -1.913 -3.96 -1.33 0.57
H 6.445 1.250 -3.432 -1.72 -0.41 2.41
H 4.378 0.019 -2.984 0.48 -0.09 0.51
H 4.046 -1.143 -1.129 -4.96 -3.32 0.90
H 4.896 -2.280 0.910 2.29 0.40 0.93
H 6.806 -2.165 1.099 -0.01 -0.54 0.94
H 3.065 -1.587 1.591 -0.87 0.46 0.76
H 2.882 -0.769 3.096 -1.41 -1.09 6.38
H -0.268 -0.279 -0.985 -2.32 -3.06 -6.07
H -2.061 -1.189 2.807 -2.57 -0.44 -2.32
H -4.245 -2.314 2.674 0.10 -0.39 -4.29
H -7.417 -3.293 -0.534 3.07 1.08 0.36
H -6.653 -1.910 -1.276 1.27 -1.02 0.08
H -5.598 -4.732 -1.116 0.05 -4.98 2.88
H -4.603 -3.569 -1.692 -0.93 -0.59 -1.06
H -6.277 -4.140 -2.653 1.78 1.05 2.78
```
Positions in Å, forces in eV/Å.


[5]
This record from the Open Molecules 2025 dataset describes the molecule C4H11NO in a non-equilibrium geometry. The level of theory is wB97M-V/def2-TZVPD.

Computed properties:
Structure (SMILES): C[C@H](O)[C@@H](C)N
HOMO level (eV): -9.41
Energy relative to the best compared isomer or geometry (same formula, charge and spin) (kcal per mole): 47.3
M (u): 89.14
Multiplicity: 1
Kohn-Sham gap (eV): 10.31
Lowest unoccupied orbital energy (eV): 0.9

Geometry as XYZ:
```
17
Properties=species:S:1:pos:R:3:forces:R:3
C 1.267 0.941 -0.732 -0.72 -1.70 -0.87
C 0.614 0.186 0.498 1.36 2.47 0.45
C -0.593 -0.599 0.055 -1.10 -1.76 1.46
C -0.193 -1.751 -0.886 0.07 0.77 -1.62
O -1.672 0.134 -0.615 1.29 -0.60 0.34
N 0.369 1.053 1.741 -0.46 -1.73 0.15
H 1.981 0.107 -1.029 -0.80 1.47 -0.68
H 1.898 1.770 -0.512 0.30 0.77 0.59
H 0.558 1.241 -1.583 0.96 -0.60 1.30
H 1.502 -0.413 0.721 -0.81 -0.99 0.44
H -0.979 -1.107 0.958 -0.37 0.61 0.00
H 0.122 -2.806 -0.639 0.33 1.62 0.88
H 0.548 -1.164 -1.497 -0.65 -1.76 -0.37
H -1.096 -1.999 -1.456 0.20 0.53 -0.37
H -1.793 1.027 -0.266 0.37 -0.26 0.37
H 0.420 0.451 2.642 0.02 1.42 -2.22
H 1.064 1.790 1.786 0.00 -0.25 0.14
```
Positions in Å, forces in eV/Å.